DFT (ωB97M-V/def2-TZVPD) results for 6 unconnected molecules or ions with the total composition C34H44F15NO15.

Calculated values
SMILES string ... COCCCOC(=O)OCCC(=O)Nc1ccccc1.CCOC(=O)C(F)(F)F.CCOC(=O)C(F)(F)F.CCOC(=O)C(F)(F)F.CCOC(=O)C(F)(F)F.CCOC(=O)C(F)(F)F
HOMO level ... -9.04 eV
E_LUMO ... 0.43 eV

Last column: Löwdin charge in e.
Positions of all 109 atoms, in Å:
C  1.453  9.205  -0.727  -0.113
O  0.898  7.979  -1.149  -0.195
C  1.886  7.164  -1.763  -0.234
C  1.234  5.982  -2.495  -0.122
C  1.082  4.809  -1.524  -0.159
O  0.492  3.650  -2.137  0.061
C  1.324  2.611  -2.238  -0.565
O  2.525  2.658  -2.374  0.143
O  0.671  1.405  -2.234  0.010
C  0.684  0.795  -0.939  -0.140
C  1.233  -0.659  -1.024  -0.038
C  0.124  -1.648  -0.713  -0.414
O  -0.854  -1.669  -1.448  0.068
N  0.140  -2.507  0.413  0.132
C  1.236  -3.421  0.493  -0.246
C  2.530  -3.049  0.784  -0.041
C  3.537  -3.972  0.883  -0.081
C  3.305  -5.317  0.713  -0.096
C  2.012  -5.694  0.416  -0.096
C  1.011  -4.771  0.311  -0.028
H  2.031  9.677  -1.539  0.084
H  2.160  9.038  0.102  0.093
H  0.665  9.880  -0.389  0.084
H  2.556  6.800  -0.963  0.129
H  2.445  7.789  -2.469  0.100
H  1.883  5.709  -3.334  0.125
H  0.257  6.328  -2.846  0.122
H  2.012  4.613  -0.988  0.129
H  0.360  5.148  -0.768  0.138
H  -0.357  0.785  -0.589  0.131
H  1.245  1.381  -0.203  0.136
H  1.554  -0.782  -2.061  0.142
H  2.066  -0.713  -0.327  0.090
H  -0.743  -3.002  0.447  0.112
H  2.776  -2.008  0.961  0.105
H  4.564  -3.687  1.099  0.112
H  4.098  -6.046  0.822  0.107
H  1.818  -6.754  0.301  0.102
H  0.006  -5.134  0.101  0.120
C  0.148  7.386  -8.878  -0.060
C  1.437  7.246  -8.096  -0.194
O  1.533  8.249  -7.066  0.034
C  0.839  8.013  -5.960  -0.396
O  0.155  7.056  -5.753  0.171
C  1.073  9.140  -4.946  -0.536
F  0.970  10.351  -5.507  0.167
F  2.304  9.053  -4.410  0.152
F  0.200  9.095  -3.946  0.178
H  0.054  8.396  -9.280  0.084
H  0.123  6.673  -9.701  0.084
H  -0.720  7.210  -8.243  0.077
H  2.289  7.407  -8.753  0.125
H  1.541  6.251  -7.665  0.127
C  -0.819  13.732  0.099  -0.057
C  -0.060  14.551  1.121  -0.195
O  -0.164  13.972  2.435  0.034
C  0.630  12.937  2.679  -0.399
O  1.409  12.458  1.911  0.168
C  0.436  12.458  4.124  -0.546
F  -0.860  12.351  4.441  0.166
F  0.990  13.321  4.988  0.166
F  0.998  11.270  4.325  0.173
H  -1.857  13.604  0.408  0.085
H  -0.796  14.220  -0.875  0.084
H  -0.389  12.736  -0.006  0.068
H  -0.494  15.546  1.195  0.125
H  0.987  14.673  0.844  0.126
C  -0.383  -9.082  6.051  -0.057
C  -0.337  -9.160  4.540  -0.189
O  0.728  -8.345  4.010  0.034
C  1.945  -8.866  4.070  -0.401
O  2.230  -9.936  4.518  0.173
C  2.954  -7.903  3.433  -0.534
F  2.785  -6.646  3.858  0.169
F  2.825  -7.892  2.094  0.142
F  4.211  -8.243  3.708  0.174
H  -0.461  -8.044  6.377  0.084
H  -1.237  -9.640  6.435  0.085
H  0.524  -9.492  6.495  0.077
H  -1.260  -8.764  4.122  0.128
H  -0.238  -10.188  4.192  0.114
C  -3.605  -2.882  -0.249  -0.054
C  -4.287  -2.061  0.824  -0.187
O  -5.637  -2.513  1.052  0.035
C  -5.767  -3.597  1.804  -0.402
O  -4.873  -4.217  2.299  0.167
C  -7.253  -3.929  1.991  -0.545
F  -7.922  -3.878  0.832  0.165
F  -7.833  -3.056  2.827  0.165
F  -7.423  -5.147  2.499  0.171
H  -4.194  -2.879  -1.166  0.091
H  -2.613  -2.482  -0.466  0.040
H  -3.499  -3.924  0.061  0.079
H  -4.366  -1.025  0.502  0.128
H  -3.725  -2.070  1.758  0.126
C  0.432  -12.136  0.325  -0.057
C  -0.934  -12.781  0.210  -0.193
O  -1.083  -13.858  1.153  0.037
C  -1.358  -13.504  2.401  -0.396
O  -1.491  -12.383  2.795  0.162
C  -1.527  -14.752  3.276  -0.546
F  -0.544  -15.636  3.072  0.168
F  -2.686  -15.369  3.003  0.167
F  -1.529  -14.445  4.570  0.173
H  1.217  -12.885  0.217  0.086
H  0.560  -11.375  -0.444  0.084
H  0.566  -11.667  1.300  0.070
H  -1.052  -13.225  -0.776  0.125
H  -1.736  -12.053  0.337  0.126

=====

DFT (ωB97M-V/def2-TZVPD) results for 9 unconnected molecules or ions with the total composition C34H44F24O16P.

Calculated values
HOMO level ... -12.75 eV
Net charge ... +1
E_LUMO ... -4.89 eV

Last column: Löwdin charge in e.
Positions of all 119 atoms, in Å:
C  1.592  3.166  3.433  0.104
C  2.175  2.041  2.773  -0.262
P  3.034  0.536  1.907  0.989
H  0.804  3.734  4.128  0.119
H  4.196  1.007  1.151  0.033
H  3.408  -0.492  2.886  0.039
H  2.184  -0.134  0.948  -0.002
C  4.344  6.396  2.257  -0.057
C  2.903  6.347  1.780  -0.221
O  2.359  7.672  1.680  0.014
C  2.681  8.372  0.548  -0.319
O  3.391  7.930  -0.352  0.148
C  2.000  9.740  0.547  -0.470
F  2.110  10.384  1.745  0.141
F  0.664  9.649  0.287  0.142
F  2.513  10.591  -0.386  0.148
H  4.420  6.952  3.196  0.066
H  4.736  5.386  2.409  0.082
H  4.983  6.909  1.532  0.084
H  2.295  5.807  2.513  0.085
H  2.810  5.814  0.827  0.125
C  1.222  -2.938  -2.935  -0.072
C  2.686  -3.140  -3.282  -0.188
O  3.513  -2.934  -2.127  0.008
C  3.604  -3.987  -1.255  -0.328
O  3.026  -5.059  -1.414  0.152
C  4.549  -3.652  -0.102  -0.468
F  4.325  -2.411  0.420  0.101
F  5.857  -3.671  -0.488  0.154
F  4.447  -4.524  0.941  0.148
H  1.068  -1.955  -2.478  0.057
H  0.597  -3.017  -3.828  0.084
H  0.881  -3.682  -2.208  0.085
H  2.990  -2.399  -4.028  0.131
H  2.865  -4.130  -3.719  0.131
C  -2.844  2.563  -2.099  -0.051
C  -3.459  1.501  -1.206  -0.208
O  -2.757  0.256  -1.346  0.007
C  -1.592  0.138  -0.635  -0.320
O  -1.139  1.022  0.087  0.124
C  -0.976  -1.246  -0.834  -0.458
F  -0.966  -1.635  -2.142  0.128
F  -1.658  -2.214  -0.156  0.144
F  0.316  -1.321  -0.408  0.106
H  -2.804  2.218  -3.137  0.094
H  -3.424  3.490  -2.055  0.060
H  -1.816  2.786  -1.799  0.080
H  -4.494  1.319  -1.515  0.127
H  -3.486  1.819  -0.158  0.132
C  4.226  10.385  8.103  -0.061
C  3.326  10.154  6.902  -0.207
O  3.637  8.904  6.270  0.010
C  3.101  7.785  6.851  -0.325
O  2.393  7.807  7.854  0.150
C  3.469  6.534  6.053  -0.464
F  4.787  6.500  5.705  0.141
F  2.765  6.443  4.888  0.121
F  3.228  5.378  6.734  0.139
H  5.279  10.312  7.814  0.086
H  4.045  11.371  8.539  0.087
H  4.056  9.629  8.876  0.078
H  3.500  10.939  6.159  0.129
H  2.266  10.200  7.176  0.128
C  -3.852  7.986  1.676  -0.065
C  -5.320  7.723  1.393  -0.205
O  -5.478  7.022  0.151  0.016
C  -5.274  5.668  0.192  -0.320
O  -4.969  5.053  1.211  0.139
C  -5.521  5.043  -1.180  -0.453
F  -4.934  5.744  -2.192  0.149
F  -6.849  4.979  -1.483  0.157
F  -5.047  3.769  -1.279  0.098
H  -3.386  8.511  0.835  0.085
H  -3.732  8.588  2.580  0.085
H  -3.301  7.050  1.809  0.073
H  -5.848  8.677  1.291  0.130
H  -5.798  7.177  2.214  0.128
C  -4.746  -2.191  -0.497  -0.055
C  -4.792  -2.567  0.973  -0.204
O  -5.991  -2.068  1.585  0.011
C  -7.123  -2.814  1.388  -0.322
O  -7.154  -3.852  0.731  0.150
C  -8.310  -2.200  2.130  -0.470
F  -8.399  -0.850  1.955  0.139
F  -8.234  -2.405  3.477  0.144
F  -9.509  -2.712  1.734  0.145
H  -4.862  -1.109  -0.621  0.071
H  -3.799  -2.500  -0.947  0.067
H  -5.562  -2.663  -1.052  0.087
H  -3.950  -2.101  1.496  0.119
H  -4.701  -3.650  1.117  0.131
C  -0.742  -9.707  -2.597  -0.054
C  -0.473  -8.335  -2.005  -0.209
O  -0.522  -7.327  -3.026  0.004
C  -1.771  -6.895  -3.387  -0.325
O  -2.812  -7.322  -2.895  0.150
C  -1.676  -5.793  -4.441  -0.466
F  -0.792  -6.090  -5.437  0.141
F  -1.262  -4.607  -3.908  0.127
F  -2.866  -5.538  -5.055  0.148
H  -0.052  -9.912  -3.422  0.073
H  -0.628  -10.486  -1.838  0.089
H  -1.755  -9.770  -3.006  0.081
H  0.536  -8.312  -1.582  0.125
H  -1.170  -8.102  -1.192  0.127
C  4.379  -9.387  -3.658  -0.061
C  3.479  -9.617  -4.858  -0.208
O  3.790  -10.868  -5.491  0.013
C  3.254  -11.987  -4.910  -0.322
O  2.546  -11.965  -3.906  0.138
C  3.621  -13.237  -5.707  -0.470
F  4.940  -13.271  -6.056  0.142
F  2.918  -13.328  -6.873  0.145
F  3.381  -14.394  -5.027  0.144
H  5.432  -9.460  -3.947  0.085
H  4.198  -8.401  -3.221  0.076
H  4.209  -10.143  -2.885  0.078
H  3.653  -8.832  -5.601  0.127
H  2.418  -9.571  -4.584  0.115

=====

DFT (ωB97M-V/def2-TZVPD) results for a molecular structure, C34H44MnN12O3P.

Calculated values
HOMO level (alpha / beta) ... -9.85 / -9.86 eV
Net charge ... +1
Spin multiplicity ... 6
E_LUMO (alpha / beta) ... -2.43 / -2.53 eV

Last column: Löwdin spin population.
Positions of all 95 atoms, in Å:
Mn  1.346  -0.629  -0.249  4.687
O  3.164  2.233  4.069  0.000
C  3.000  0.998  4.569  0.001
C  3.144  0.843  5.951  0.000
C  2.998  -0.396  6.535  0.000
C  2.704  -1.519  5.762  0.000
C  2.556  -1.371  4.401  0.001
C  2.696  -0.125  3.780  0.001
C  2.483  -0.050  2.321  0.007
O  2.155  -1.088  1.676  0.046
N  2.677  1.151  1.747  0.000
N  2.341  1.093  0.437  0.028
C  2.731  1.997  -0.394  0.024
C  2.385  1.810  -1.808  0.004
C  2.729  2.774  -2.753  0.003
C  2.422  2.553  -4.083  0.001
C  1.769  1.378  -4.430  0.004
C  1.461  0.473  -3.426  0.005
N  1.764  0.659  -2.146  0.035
H  3.049  2.177  3.093  0.000
H  3.374  1.720  6.538  0.000
H  3.114  -0.494  7.606  0.000
H  2.599  -2.489  6.225  0.000
H  2.326  -2.219  3.770  0.000
H  3.331  2.847  -0.077  0.002
H  3.229  3.677  -2.435  0.000
H  2.684  3.283  -4.836  0.000
H  1.501  1.163  -5.453  0.000
H  0.929  -0.438  -3.664  0.001
N  -0.510  -4.174  1.990  0.000
C  -0.657  -3.537  3.199  0.001
C  -0.640  -2.200  2.924  0.001
N  -0.485  -1.999  1.581  0.012
C  -0.405  -3.195  1.051  0.002
C  -0.124  -3.395  -0.357  0.008
N  0.493  -2.500  -1.095  0.027
C  0.642  -3.064  -2.339  0.005
C  0.101  -4.313  -2.347  0.001
N  -0.381  -4.513  -1.072  0.003
H  -0.415  -5.167  1.862  0.000
H  -0.752  -4.079  4.120  0.000
H  -0.714  -1.380  3.616  0.000
H  1.162  -2.559  -3.132  0.000
H  0.018  -5.054  -3.117  0.000
H  -0.877  -5.329  -0.753  0.000
N  5.565  -1.924  -0.038  0.002
C  5.048  -3.150  -0.370  0.001
C  3.805  -2.897  -0.858  0.003
N  3.554  -1.544  -0.833  0.029
C  4.633  -0.996  -0.328  0.005
H  6.467  -1.748  0.372  0.000
H  5.595  -4.061  -0.231  0.000
H  3.081  -3.599  -1.227  0.000
H  4.779  0.052  -0.138  0.000
O  -0.482  0.722  -0.366  0.039
P  -1.861  1.227  -0.612  0.005
N  -1.813  2.621  -1.474  0.001
C  -0.572  3.203  -2.003  0.000
C  -1.039  4.511  -2.635  0.000
C  -2.455  4.182  -3.104  0.000
C  -2.998  3.336  -1.956  0.000
N  -2.841  0.227  -1.519  0.001
C  -2.488  -0.023  -2.916  0.000
C  -3.501  -1.079  -3.329  0.000
C  -3.582  -1.975  -2.089  0.000
C  -3.262  -1.045  -0.903  0.000
N  -2.659  1.428  0.806  0.001
C  -2.123  0.901  2.078  0.000
C  -3.211  1.264  3.082  0.000
C  -4.490  1.130  2.258  0.000
C  -4.090  1.741  0.916  0.000
H  -0.121  2.548  -2.756  0.000
H  0.159  3.358  -1.207  0.000
H  -0.381  4.835  -3.440  0.000
H  -1.072  5.300  -1.883  0.000
H  -2.420  3.593  -4.023  0.000
H  -3.063  5.065  -3.289  0.000
H  -3.774  2.637  -2.271  0.000
H  -3.414  3.975  -1.171  0.000
H  -1.465  -0.420  -3.006  0.000
H  -2.550  0.895  -3.499  0.000
H  -3.206  -1.621  -4.226  0.000
H  -4.464  -0.603  -3.517  0.000
H  -2.840  -2.771  -2.154  0.000
H  -4.560  -2.444  -1.987  0.000
H  -2.465  -1.459  -0.280  0.000
H  -4.129  -0.875  -0.263  0.000
H  -1.157  1.346  2.309  0.000
H  -1.992  -0.187  2.020  0.000
H  -3.089  2.295  3.416  0.000
H  -3.193  0.617  3.957  0.000
H  -5.346  1.636  2.700  0.000
H  -4.744  0.075  2.132  0.000
H  -4.246  2.824  0.928  0.000
H  -4.648  1.327  0.075  0.000

=====

DFT (ωB97M-V/def2-TZVPD) results for a molecular structure, C34H44N6O5PdSbSeSi3.

Calculated values
HOMO level (alpha / beta) ... -10.28 / -10.47 eV
Net charge ... +1
Relative energy (zero: lowest compared OMol25 entry of this formula, charge and spin) ... 29.3 kcal/mol
Spin multiplicity ... 5
E_LUMO (alpha / beta) ... -3.91 / -4.44 eV

Last column: Löwdin spin population.
Positions of all 95 atoms, in Å:
Pd  -0.280  -1.097  0.731  -0.001
O  2.125  -6.928  1.719  0.000
C  1.621  -5.779  1.334  0.000
C  0.335  -5.345  1.665  0.000
C  0.045  -4.000  1.337  0.001
N  0.860  -3.087  0.774  0.001
C  2.092  -3.550  0.495  0.000
C  2.507  -4.882  0.713  0.000
C  3.068  -2.618  -0.128  0.000
O  3.534  -2.782  -1.221  0.000
O  3.366  -1.609  0.686  0.000
C  -1.354  -3.563  1.618  0.000
O  -2.093  -4.368  2.153  0.000
O  -1.675  -2.386  1.236  -0.001
H  1.556  -7.526  2.201  0.000
H  -0.326  -5.972  2.220  0.000
H  3.527  -5.115  0.447  0.000
C  1.369  3.540  -1.194  0.106
Sb  0.556  1.484  -1.139  0.476
C  1.313  0.497  0.450  0.100
C  0.807  1.388  1.537  0.018
C  1.118  1.335  2.853  0.005
C  0.400  2.220  3.669  0.001
C  -0.574  3.075  3.179  0.003
C  -0.862  2.997  1.818  0.002
N  -0.180  2.147  1.064  0.044
Si  3.092  -0.005  0.286  0.010
C  3.667  3.083  -3.935  0.802
C  3.820  0.282  -1.380  0.025
C  4.262  0.845  1.403  0.000
C  -1.457  1.185  -1.857  0.108
C  -2.418  0.922  -0.681  0.016
C  -3.679  1.419  -0.771  0.005
C  -4.583  1.148  0.228  0.002
C  -4.243  0.477  1.385  0.001
C  -2.968  -0.012  1.428  0.001
N  -2.078  0.199  0.367  0.000
Si  -1.883  2.826  -2.840  0.008
C  -2.160  4.303  -1.751  0.000
C  -3.385  2.776  -4.061  0.003
C  -0.410  3.136  -4.042  0.015
Si  -1.580  -0.433  -2.927  0.014
C  -1.008  -0.102  -4.662  0.003
C  -3.382  -0.831  -3.251  -0.001
C  -0.834  -1.990  -2.280  0.004
H  0.697  4.312  -0.824  0.009
H  1.760  3.765  -2.184  0.016
H  2.175  3.407  -0.544  0.002
H  1.864  0.743  3.300  0.001
H  0.640  2.185  4.762  0.000
H  -1.098  3.634  3.948  0.000
H  -1.655  3.560  1.339  0.000
H  3.713  2.095  -3.517  0.056
H  3.995  3.850  -3.268  0.053
H  3.140  3.319  -4.888  0.047
H  3.382  1.159  -1.883  0.016
H  3.704  -0.593  -2.037  0.001
H  4.860  0.550  -1.312  0.002
H  4.388  1.909  1.206  0.000
H  5.205  0.335  1.343  0.000
H  3.996  0.701  2.465  0.000
H  -4.000  2.080  -1.573  0.001
H  -5.559  1.538  0.087  0.000
H  -4.927  0.285  2.164  0.001
H  -2.454  -0.547  2.200  0.000
H  -1.451  4.276  -0.916  0.000
H  -3.141  4.362  -1.352  0.000
H  -1.937  5.243  -2.307  0.000
H  -3.108  2.243  -4.945  0.000
H  -3.575  3.797  -4.351  0.000
H  -4.316  2.303  -3.687  0.000
H  -0.016  4.118  -4.025  0.001
H  -0.673  2.851  -5.022  0.000
H  0.526  2.574  -3.798  0.016
H  -1.685  0.599  -5.105  0.000
H  -1.190  -1.066  -5.128  0.000
H  0.035  0.131  -4.774  0.002
H  -3.960  -0.044  -3.740  0.000
H  -4.005  -1.156  -2.435  0.000
H  -3.351  -1.707  -3.944  0.000
H  -0.620  -2.701  -3.097  0.000
H  -1.496  -2.367  -1.478  0.000
H  0.094  -1.714  -1.883  0.004
Se  -3.079  -1.708  5.428  0.607
N  -0.619  -2.474  7.040  0.834
C  0.076  -2.306  6.054  0.133
C  1.662  -2.839  6.036  0.208
C  2.277  -2.708  4.841  -0.002
C  1.719  -2.149  3.725  0.098
N  0.529  -1.546  3.674  -0.054
C  -0.310  -1.739  4.710  0.143
N  -1.642  -1.448  4.420  0.009
H  2.124  -3.208  7.016  0.006
H  3.257  -3.009  4.405  0.004
H  2.423  -2.198  2.983  0.007